# 1
Entry from the Open Molecules 2025 dataset: a single ClHO4 molecule in a non-equilibrium geometry (the ωB97M-V functional and the def2-TZVPD basis).

CARTESIAN COORDINATES (ANGSTROEM)
O -0.62 0.89 1.29
O -1.22 -0.80 -0.33
O -0.40 1.24 -1.07
O 1.38 -0.35 -0.01
Cl -0.49 0.36 -0.01
H 1.35 -1.34 0.13

Values from the calculation:
* HOMO-LUMO gap: 0.389 hartree
* maximum force: 4.785 eV/A
* total charge: 0
* E_tot: -20719.199 eV
* molar mass: 100.5 g/mol

These are the Mulliken partial charges, in e, on atoms 1 to 5: -0.372, -0.424, -0.382, -0.565, 1.390



# 2
Entry from the Open Molecules 2025 dataset: 13 unconnected molecules or ions with the total composition C6H38N12O13 in a non-equilibrium geometry (the ωB97M-V functional and the def2-TZVPD basis).

CARTESIAN COORDINATES (ANGSTROEM)
O -3.29 2.33 -1.34
H -3.04 2.50 -0.43
H -3.54 3.19 -1.69
O -3.19 1.07 -3.85
H -3.01 1.46 -3.00
H -4.02 0.61 -3.73
O 1.72 1.96 2.27
H 1.63 1.11 2.71
H 2.23 1.77 1.48
O 2.24 2.77 -3.16
H 2.09 2.38 -2.31
H 1.50 3.37 -3.29
O -1.35 -3.28 -0.07
H -2.10 -3.86 -0.17
H -1.01 -3.49 0.81
O 2.13 3.98 -0.33
H 2.02 4.68 0.32
H 3.07 3.77 -0.29
O 0.84 -3.61 -2.11
H 0.91 -2.82 -2.65
H 0.37 -3.33 -1.33
C 4.18 0.66 -0.85
O 3.43 1.09 -0.06
N 5.50 0.93 -0.86
N 4.04 -0.09 -1.86
H 6.10 0.79 -1.66
H 5.79 1.47 -0.06
H 4.89 -0.33 -2.35
H 3.15 -0.58 -1.83
C -4.89 -0.91 -1.90
O -5.37 -0.78 -3.00
N -3.99 -1.73 -1.42
N -4.95 0.01 -0.99
H -3.81 -1.86 -0.43
H -3.85 -2.36 -2.20
H -4.36 0.14 -0.19
H -5.46 0.81 -1.35
C 4.26 -2.97 1.07
O 4.82 -4.09 1.17
N 3.15 -2.73 0.42
N 4.83 -1.81 1.34
H 2.53 -3.47 0.11
H 2.81 -1.80 0.23
H 5.68 -1.89 1.88
H 4.42 -0.89 1.27
C 0.12 -0.16 -0.79
O 1.09 -0.94 -0.73
N 0.17 1.11 -0.56
N -1.07 -0.58 -0.95
H -0.68 1.61 -0.35
H 1.02 1.54 -0.23
H -1.92 -0.04 -0.86
H -1.16 -1.58 -1.02
C 1.31 -1.41 3.30
O 1.86 -0.36 3.57
N 1.07 -2.46 4.02
N 0.81 -1.73 2.13
H 0.44 -3.20 3.77
H 1.24 -2.34 5.01
H 0.81 -1.10 1.34
H 0.35 -2.63 2.17
C -3.81 2.27 1.85
O -2.73 1.99 1.29
N -4.06 3.13 2.83
N -4.99 1.83 1.39
H -3.26 3.68 3.12
H -4.95 3.36 3.23
H -5.74 2.43 1.69
H -5.04 1.42 0.47

Values from the calculation:
* HOMO-LUMO gap: 0.310 hartree
* maximum force: 6.871 eV/A
* total charge: 0
* E_tot: -51340.188 eV
* molar mass: 486.4 g/mol

These are the Mulliken partial charges, in e, on atoms 1 to 5: -0.516, 0.295, 0.224, -0.642, 0.339



# 3
Entry from the Open Molecules 2025 dataset: 2 unconnected molecules or ions with the total composition C18H28Br2N4O8PS (the ωB97M-V functional and the def2-TZVPD basis).

CARTESIAN COORDINATES (ANGSTROEM)
C -0.15 1.73 -3.57
C 0.80 1.43 -2.40
C 0.20 0.35 -1.54
O 0.71 0.48 -0.15
C 0.72 -0.57 0.61
C 1.91 -1.26 0.79
C 3.13 -0.74 0.08
N 2.96 -0.76 -1.37
C 1.92 -2.34 1.65
C 3.18 -3.12 1.94
O 3.65 -2.86 3.25
N 4.04 -1.49 3.35
O 4.29 -1.21 4.44
C 0.71 -2.75 2.29
C 0.79 -3.90 3.23
Br 0.88 -3.38 5.02
C 0.77 -5.16 2.81
C 0.67 -5.59 1.38
Br 0.86 -6.58 4.02
C -0.45 -2.06 2.08
S -1.93 -2.71 2.99
C -3.32 -2.68 1.90
O -2.10 -1.87 4.13
O -1.69 -4.10 3.22
N -0.43 -0.91 1.27
P -1.82 0.20 1.05
O -2.65 -0.26 -0.05
O -2.55 0.24 2.43
O -1.16 1.62 0.91
H -0.84 2.54 -3.35
H -0.69 0.83 -3.89
H 0.44 2.04 -4.43
H 1.73 1.07 -2.84
H 1.00 2.32 -1.82
H -0.88 0.45 -1.53
H 0.46 -0.65 -1.90
H 3.25 0.30 0.40
H 4.02 -1.26 0.40
H 2.93 -1.71 -1.72
H 3.71 -0.26 -1.82
H 3.95 -2.94 1.20
H 2.96 -4.19 1.92
H 1.49 -6.26 1.15
H 0.72 -4.74 0.70
H -0.25 -6.14 1.21
H -3.96 -1.84 2.12
H -3.02 -2.71 0.86
H -3.84 -3.61 2.14
H -2.03 0.63 3.14
H -1.81 2.30 1.14
C -2.86 6.91 -2.46
C -2.02 6.81 -3.73
C -1.50 5.39 -3.99
C -0.65 4.92 -2.91
N 0.02 4.56 -2.04
H -2.27 6.66 -1.58
H -3.23 7.93 -2.33
H -3.72 6.25 -2.51
H -1.17 7.49 -3.67
H -2.61 7.12 -4.59
H -0.93 5.35 -4.92
H -2.34 4.69 -4.10

Values from the calculation:
* HOMO-LUMO gap: 0.259 hartree
* maximum force: 0.886 eV/A
* total charge: +1
* E_tot: -201660.750 eV
* molar mass: 651.3 g/mol

These are the Mulliken partial charges, in e, on atoms 1 to 5: -1.458, -0.434, -0.310, -0.398, -0.178